{
  "formula": "C8H9BeClN4O4S",
  "method": "wB97M-V/def2-TZVPD",
  "species": ["Be", "C", "C", "N", "N", "C", "N", "S", "C", "C", "C", "C", "C", "N", "H", "H", "H", "H", "H", "H", "H", "H", "H", "O", "Cl", "O", "O", "O"],
  "coordinates": [[0.500, -0.415, -1.016], [-1.923, -0.857, 2.088], [-1.016, -0.396, 0.998], [-0.647, -1.141, 0.021], [-1.075, -2.381, -0.196], [-0.782, -2.743, -1.439], [-1.145, -3.975, -1.816], [-0.039, -1.704, -2.610], [-0.552, 0.982, 0.796], [-0.679, 2.006, 1.724], [-0.260, 3.282, 1.386], [0.265, 3.509, 0.124], [0.382, 2.440, -0.747], [-0.011, 1.211, -0.426], [-1.538, -1.779, 2.523], [-2.040, -0.111, 2.868], [-2.904, -1.090, 1.670], [-1.483, -4.624, -1.128], [-0.917, -4.289, -2.741], [-1.082, 1.799, 2.704], [-0.353, 4.090, 2.099], [0.590, 4.493, -0.180], [0.811, 2.569, -1.728], [3.711, -1.114, -1.937], [3.231, -0.160, -1.017], [4.108, 0.045, 0.069], [2.892, 1.064, -1.666], [1.956, -0.711, -0.424]],
  "nbo_charge": [1.5761, -0.6723, 0.2192, -0.4309, -0.4426, 0.3142, -0.7699, -0.4240, 0.1852, -0.2345, -0.1245, -0.2569, 0.1076, -0.6048, 0.2514, 0.2182, 0.2478, 0.4070, 0.4107, 0.2283, 0.2280, 0.2353, 0.2319, -0.7928, 2.5788, -0.7977, -0.8498, -1.0391],
  "orbital_gap_ha": 0.2773,
  "lumo_energy_ha": -0.03320,
  "e_tot_ev": -46347.7731
}